1.
A cluster of 2 separate species, C4H12 in total, computed with ωB97M-V with the def2-TZVPD basis set.

Computed properties:
SMILES: CC.CC
E_LUMO, eV: 1.147
ΔE to the lowest compared entry with this formula, charge and spin, kJ/mol: 7.03
DFT total energy, eV: -4342.455
2S+1: 1

Positions of all 16 atoms, in Å:
C (1.045, -0.965, -1.425)
C (1.701, 0.119, -2.287)
H (0.140, -1.333, -1.907)
H (1.746, -1.772, -1.217)
H (0.771, -0.596, -0.441)
H (1.923, -0.274, -3.282)
H (1.089, 1.014, -2.353)
H (2.666, 0.422, -1.866)
C (-1.016, 0.851, 1.325)
C (-1.753, -0.001, 2.375)
H (0.062, 0.665, 1.355)
H (-1.361, 0.551, 0.339)
H (-1.136, 1.925, 1.495)
H (-2.793, 0.332, 2.459)
H (-1.323, 0.107, 3.360)
H (-1.761, -1.045, 2.069)

2.
An isolated molecule of C3H6Cl2, computed with ωB97M-V with the def2-TZVPD basis set.

Computed properties:
SMILES: C[C@@H](Cl)CCl
E_LUMO, eV: 0.771
ΔE to the lowest compared entry with this formula, charge and spin, kJ/mol: 293.12
DFT total energy, eV: -28250.429
2S+1: 1

Positions of all 11 atoms, in Å:
C (-0.436, 1.082, -0.602)
C (-0.528, -0.352, 0.174)
Cl (-1.841, -1.192, -0.640)
C (0.824, -0.705, 0.556)
Cl (2.053, -0.855, -0.803)
H (-1.417, 1.455, -0.349)
H (-0.270, 0.989, -1.763)
H (0.132, 1.834, -0.223)
H (-0.753, -0.207, 1.035)
H (0.825, -1.773, 1.195)
H (1.411, -0.276, 1.420)

3.
A cluster of 3 separate species, C5H16NO2 in total, computed with ωB97M-V with the def2-TZVPD basis set.

Computed properties:
Total charge: +1
E_LUMO, eV: -2.881
ΔE to the lowest compared entry with this formula, charge and spin, kJ/mol: 157.23
DFT total energy, eV: -11022.251
2S+1: 1

Positions of all 24 atoms, in Å:
C (1.537, 0.047, 0.075)
C (0.761, 0.240, 1.404)
C (-0.493, -0.603, 1.206)
C (-1.702, -0.096, 0.955)
C (-0.454, -2.048, 1.538)
N (0.829, 0.692, -1.153)
H (2.572, 0.484, 0.094)
H (1.579, -1.025, -0.147)
H (0.416, 1.289, 1.506)
H (1.213, 0.102, 2.380)
H (-1.901, 0.837, 0.539)
H (-2.637, -0.770, 0.856)
H (-0.694, -2.194, 2.636)
H (-1.109, -2.603, 1.032)
H (0.632, -2.580, 1.542)
H (-0.006, 0.087, -1.329)
H (0.506, 1.611, -1.079)
H (1.427, 0.638, -1.973)
H (-0.324, -2.093, -3.160)
H (-1.520, -1.226, -2.646)
O (-0.542, -1.231, -2.756)
H (-0.754, 3.612, -0.392)
H (0.692, 3.736, -0.608)
O (-0.028, 3.091, -0.521)

4.
A structure of composition C37H50GeOPTl, computed with ωB97M-V with the def2-TZVPD basis set.

Computed properties:
Total charge: -2
E_LUMO, eV: 4.147
ΔE to the lowest compared entry with this formula, charge and spin, kJ/mol: 0.00
DFT total energy, eV: -111718.174
2S+1: 1

Positions of all 91 atoms, in Å:
Tl (1.738, 1.075, 1.225)
O (3.279, 1.002, -0.924)
H (2.736, 0.667, -1.672)
H (3.850, 1.736, -1.276)
C (-0.896, -4.106, -3.708)
C (0.522, -3.658, -3.943)
C (1.029, -2.691, -2.792)
C (0.325, -2.973, -1.431)
C (-1.182, -2.575, -1.683)
C (-1.628, -2.884, -3.103)
P (1.113, -2.120, -0.032)
C (2.711, -3.115, 0.199)
C (3.833, -2.086, 0.181)
C (5.182, -2.742, 0.540)
C (5.590, -3.905, -0.411)
C (4.479, -4.418, -1.278)
C (3.072, -4.334, -0.730)
C (0.273, -2.534, 1.495)
C (-0.160, -3.996, 1.646)
C (-1.318, -4.111, 2.641)
C (-1.152, -3.011, 3.727)
C (-1.410, -1.621, 3.152)
C (-0.959, -1.581, 1.694)
H (-0.900, -4.994, -3.094)
H (-1.390, -4.389, -4.657)
H (0.512, -3.003, -4.817)
H (1.157, -4.524, -4.143)
H (0.803, -1.615, -3.089)
H (2.135, -2.748, -2.752)
H (0.497, -4.057, -1.251)
H (-1.257, -1.492, -1.421)
H (-1.838, -3.109, -0.979)
H (-1.489, -2.099, -3.802)
H (-2.722, -3.008, -3.094)
H (2.676, -3.548, 1.202)
H (3.622, -1.230, 0.883)
H (3.905, -1.653, -0.830)
H (5.184, -3.053, 1.582)
H (5.952, -1.968, 0.473)
H (5.987, -4.709, 0.143)
H (6.427, -3.623, -1.118)
H (4.641, -5.426, -1.653)
H (4.495, -3.822, -2.193)
H (2.757, -5.183, -0.157)
H (2.335, -4.267, -1.577)
H (0.940, -2.232, 2.313)
H (0.702, -4.575, 2.012)
H (-0.467, -4.464, 0.704)
H (-1.485, -5.092, 3.027)
H (-2.235, -3.911, 2.111)
H (-0.112, -3.048, 4.094)
H (-1.784, -3.176, 4.579)
H (-0.865, -0.893, 3.804)
H (-2.492, -1.301, 3.206)
H (-0.690, -0.550, 1.432)
H (-1.816, -1.775, 1.050)
C (-0.085, 2.332, 1.255)
Ge (-1.263, 3.665, 0.749)
C (-2.215, 4.555, 2.228)
C (-1.797, 4.506, 3.600)
C (-2.494, 5.106, 4.620)
C (-3.709, 5.765, 4.282)
C (-4.003, 6.076, 2.960)
C (-3.279, 5.440, 1.944)
C (-2.556, 3.021, -0.525)
C (-2.093, 2.564, -1.743)
C (-3.026, 2.098, -2.698)
C (-4.394, 1.957, -2.398)
C (-4.870, 2.499, -1.193)
C (-3.938, 2.950, -0.254)
C (-0.273, 5.125, -0.050)
C (-0.220, 5.357, -1.445)
C (0.791, 6.197, -1.952)
C (1.774, 6.702, -1.091)
C (1.698, 6.534, 0.272)
C (0.727, 5.696, 0.786)
H (-0.835, 4.026, 3.836)
H (-2.067, 5.069, 5.657)
H (-4.330, 6.144, 5.128)
H (-4.809, 6.736, 2.637)
H (-3.639, 5.524, 0.931)
H (-1.000, 2.612, -1.945)
H (-2.659, 1.813, -3.704)
H (-5.030, 1.499, -3.136)
H (-5.936, 2.644, -1.071)
H (-4.234, 3.328, 0.702)
H (-0.939, 4.931, -2.129)
H (0.768, 6.446, -2.987)
H (2.581, 7.222, -1.533)
H (2.409, 6.971, 0.947)
H (0.733, 5.405, 1.815)

5.
A structure of composition C5H7N, computed with ωB97M-V with the def2-TZVPD basis set.

Computed properties:
E_LUMO, eV: 1.207
ΔE to the lowest compared entry with this formula, charge and spin, kJ/mol: 476.96
DFT total energy, eV: -6783.569
2S+1: 1

Positions of all 13 atoms, in Å:
C (1.101, 0.154, 1.189)
C (-0.471, 0.120, 0.868)
C (-0.222, 0.695, -0.560)
C (-1.079, -0.382, -1.184)
N (-0.613, -1.128, 0.052)
C (0.849, -0.315, -0.207)
H (1.312, 1.218, 1.388)
H (1.726, -0.486, 1.836)
H (-1.136, 0.416, 1.663)
H (-0.079, 1.749, -0.816)
H (-0.678, -0.848, -2.101)
H (-2.144, -0.170, -1.335)
H (1.428, -0.995, -0.800)

6.
A structure of composition C2H5N3O, computed with ωB97M-V with the def2-TZVPD basis set.

Computed properties:
E_LUMO, eV: 0.910
ΔE to the lowest compared entry with this formula, charge and spin, kJ/mol: 584.77
DFT total energy, eV: -8667.582
2S+1: 1

Positions of all 11 atoms, in Å:
C (-1.114, 0.627, -0.466)
C (0.367, 0.016, 0.592)
N (2.586, -0.342, 0.202)
N (-2.361, 0.455, -0.916)
O (-0.977, 0.820, 0.846)
N (1.546, 0.377, 0.684)
H (-0.310, -0.995, 0.507)
H (3.447, -0.206, 0.710)
H (2.454, -1.335, 0.006)
H (-3.104, 0.229, -0.260)
H (-2.535, 0.354, -1.904)

7.
A cluster of 8 separate species, C4H20NO9S in total, computed with ωB97M-V with the def2-TZVPD basis set.

Computed properties:
Total charge: -1
E_LUMO, eV: 2.849
ΔE to the lowest compared entry with this formula, charge and spin, kJ/mol: 0.00
DFT total energy, eV: -35227.844
2S+1: 1

Positions of all 35 atoms, in Å:
O (0.843, 0.342, 1.194)
C (-0.343, 0.247, 0.884)
N (-0.743, -0.889, 0.196)
C (-2.099, -1.097, -0.064)
O (-2.825, -1.172, 0.906)
C (-1.375, 1.298, 1.257)
C (-2.182, 1.874, 0.075)
S (-1.241, 1.660, -1.461)
H (-0.003, -1.408, -0.264)
H (-2.455, -1.312, -1.073)
H (-1.976, 0.811, 2.042)
H (-0.916, 2.079, 1.862)
H (-3.116, 1.319, -0.016)
H (-2.381, 2.919, 0.268)
H (0.738, 2.575, -2.422)
H (1.507, 1.478, -2.864)
O (1.450, 2.430, -3.075)
H (-0.714, -1.882, 3.581)
H (-1.234, -1.961, 2.177)
O (-0.572, -2.374, 2.759)
H (1.107, -2.985, 1.591)
H (1.849, -1.699, 1.343)
O (1.624, -2.537, 0.900)
H (-2.398, 0.237, -3.841)
H (-0.919, -0.010, -3.842)
O (-1.759, -0.475, -3.956)
H (1.386, 2.412, 3.241)
H (1.007, 0.965, 2.888)
O (1.201, 1.560, 3.645)
H (2.422, -1.884, -1.485)
H (3.194, -3.059, -1.019)
O (3.239, -2.356, -1.691)
H (2.152, 0.975, -0.560)
H (2.977, 1.323, -1.827)
O (2.555, 0.593, -1.350)

8.
A structure of composition C25H45ClNO2OsP, computed with ωB97M-V with the def2-TZVPD basis set.

Computed properties:
E_LUMO (spin up / spin down), eV: 0.368 / -1.352
DFT total energy, eV: -56511.581
2S+1: 5

Positions of all 76 atoms, in Å:
Os (-0.194, -0.191, 0.143)
P (1.382, -1.382, -1.123)
Cl (0.798, -1.331, 1.928)
C (1.185, 1.188, -0.333)
H (1.553, 1.910, -1.092)
H (1.872, 1.283, 0.540)
C (0.713, -3.107, -0.783)
C (3.121, -1.263, -0.388)
C (1.179, -4.278, -1.654)
H (1.056, -3.291, 0.249)
C (0.627, -5.579, -1.060)
H (0.815, -4.152, -2.684)
H (2.278, -4.326, -1.701)
C (-0.896, -5.548, -0.864)
H (0.906, -6.417, -1.710)
H (1.109, -5.744, -0.087)
C (-1.392, -4.291, -0.141)
H (-1.381, -5.607, -1.847)
H (-1.207, -6.438, -0.306)
C (-0.813, -3.015, -0.757)
H (-2.486, -4.243, -0.168)
H (-1.094, -4.325, 0.916)
H (-1.189, -2.902, -1.787)
H (-1.156, -2.124, -0.160)
C (1.689, -1.257, -3.006)
C (3.945, -0.132, -1.013)
H (2.894, -0.974, 0.650)
C (5.229, 0.095, -0.211)
H (4.196, -0.370, -2.055)
H (3.352, 0.789, -1.041)
C (6.044, -1.192, -0.035)
H (5.836, 0.859, -0.711)
H (4.957, 0.488, 0.779)
C (5.209, -2.380, 0.461)
H (6.518, -1.455, -0.990)
H (6.858, -1.008, 0.674)
C (3.902, -2.577, -0.317)
H (5.802, -3.302, 0.401)
H (4.955, -2.223, 1.518)
H (4.126, -2.939, -1.331)
H (3.299, -3.355, 0.174)
C (0.433, -1.543, -3.836)
H (1.956, -0.189, -3.111)
C (0.647, -1.214, -5.319)
H (0.150, -2.601, -3.726)
H (-0.417, -0.954, -3.478)
C (1.864, -1.933, -5.909)
H (-0.257, -1.488, -5.875)
H (0.780, -0.128, -5.423)
C (3.117, -1.797, -5.034)
H (1.627, -2.997, -6.043)
H (2.073, -1.532, -6.907)
C (2.854, -2.097, -3.553)
H (3.901, -2.471, -5.398)
H (3.504, -0.770, -5.120)
H (2.614, -3.164, -3.435)
H (3.775, -1.923, -2.986)
C (-1.334, 0.397, -1.440)
C (-0.266, 1.454, -1.792)
H (-1.356, -0.379, -2.220)
C (-0.612, 2.913, -1.791)
H (0.454, 1.127, -2.544)
C (-1.866, 3.257, -0.991)
H (0.217, 3.502, -1.377)
H (-0.741, 3.208, -2.849)
C (-3.051, 2.372, -1.436)
H (-1.704, 3.092, 0.092)
H (-2.103, 4.322, -1.128)
C (-2.796, 0.872, -1.301)
H (-3.946, 2.668, -0.873)
H (-3.244, 2.600, -2.498)
H (-3.197, 0.542, -0.333)
H (-3.387, 0.354, -2.070)
O (-3.006, 0.666, 2.488)
N (-2.246, 0.245, 1.630)
O (-1.138, 0.998, 1.434)

9.
An isolated molecule of C3H8N4, computed with ωB97M-V with the def2-TZVPD basis set.

Computed properties:
E_LUMO, eV: 0.880
ΔE to the lowest compared entry with this formula, charge and spin, kJ/mol: 474.02
DFT total energy, eV: -9196.721
2S+1: 1

Positions of all 15 atoms, in Å:
C (-0.843, -0.030, 1.500)
C (-0.050, 0.899, 0.767)
C (0.931, 1.551, -1.295)
N (-1.207, -1.215, 1.038)
N (0.318, 0.617, -0.433)
N (-0.886, -1.954, 0.043)
N (0.372, -1.987, -0.457)
H (-1.391, 0.406, 2.411)
H (0.093, 1.859, 1.236)
H (0.282, 1.800, -2.115)
H (1.321, 2.442, -0.646)
H (1.966, 1.098, -1.680)
H (-2.125, -1.677, 1.417)
H (0.193, -2.653, -1.207)
H (1.026, -1.156, -0.578)

10.
A structure of composition C38H90AgCuN8O12, computed with ωB97M-V with the def2-TZVPD basis set.

Computed properties:
Total charge: +2
E_LUMO (spin up / spin down), eV: -5.714 / -7.633
ΔE to the lowest compared entry with this formula, charge and spin, kJ/mol: 0.00
DFT total energy, eV: -125979.632
2S+1: 3

Positions of all 150 atoms, in Å:
Cu (1.932, 1.983, -2.124)
Ag (-3.525, -1.324, 3.915)
C (-1.207, -0.628, -1.123)
C (-0.084, 0.254, -1.255)
C (0.726, 0.610, -0.053)
O (1.831, 1.203, -0.233)
C (0.288, 0.186, 1.195)
C (-0.883, -0.631, 1.389)
C (-1.636, -1.101, 0.167)
O (-2.641, -1.767, 0.311)
O (-1.297, -0.902, 2.489)
O (0.207, 0.800, -2.339)
H (-1.703, -0.934, -2.036)
H (0.728, 0.638, 2.073)
C (-1.603, 0.820, 7.490)
C (-2.465, 0.523, 6.279)
C (-2.036, 1.449, 5.148)
O (-2.730, 1.154, 3.953)
C (-2.650, 2.221, 3.028)
N (-2.295, -0.901, 5.842)
H (-2.069, 0.575, 8.450)
H (-1.435, 1.901, 7.602)
H (-0.599, 0.391, 7.533)
H (-3.516, 0.686, 6.515)
H (-0.956, 1.322, 4.979)
H (-2.257, 2.474, 5.465)
H (-1.601, 2.463, 2.811)
H (-3.202, 3.093, 3.383)
H (-3.079, 1.859, 2.092)
H (-1.299, -1.091, 5.923)
H (-2.693, -1.452, 6.602)
C (-4.561, -4.132, -2.799)
C (-5.175, -2.751, -2.865)
C (-6.648, -2.816, -3.160)
O (-6.836, -3.361, -4.432)
C (-8.182, -3.364, -4.836)
N (-4.951, -2.090, -1.548)
H (-4.547, -4.533, -3.815)
H (-5.186, -4.792, -2.195)
H (-3.542, -4.163, -2.412)
H (-4.639, -2.164, -3.622)
H (-7.111, -1.823, -3.040)
H (-7.106, -3.431, -2.365)
H (-8.549, -2.362, -5.083)
H (-8.814, -3.771, -4.036)
H (-8.270, -3.996, -5.715)
H (-5.060, -1.083, -1.596)
H (-3.975, -2.261, -1.332)
C (0.013, 1.857, -5.359)
C (1.244, 2.749, -5.245)
C (1.177, 3.928, -6.186)
O (-0.002, 4.650, -5.868)
C (-0.224, 5.797, -6.672)
N (1.508, 3.217, -3.856)
H (-0.864, 2.424, -5.038)
H (0.067, 1.029, -4.655)
H (-0.099, 1.484, -6.372)
H (2.080, 2.140, -5.607)
H (1.218, 3.608, -7.235)
H (2.031, 4.616, -6.066)
H (-1.036, 5.586, -7.375)
H (0.656, 6.124, -7.225)
H (-0.590, 6.608, -6.041)
H (2.262, 3.899, -3.952)
H (0.715, 3.825, -3.641)
C (5.320, 0.942, 3.189)
C (3.894, 1.142, 3.696)
C (3.911, 2.039, 4.915)
O (2.776, 1.780, 5.725)
C (2.965, 2.213, 7.057)
N (3.115, 1.806, 2.628)
H (5.941, 0.574, 4.008)
H (5.729, 1.888, 2.826)
H (5.410, 0.218, 2.376)
H (3.522, 0.133, 3.908)
H (3.807, 3.082, 4.578)
H (4.865, 1.969, 5.445)
H (3.791, 1.681, 7.542)
H (2.046, 1.985, 7.591)
H (3.204, 3.282, 7.080)
H (2.933, 1.192, 1.842)
H (2.201, 2.035, 3.012)
C (1.381, -3.116, -0.503)
C (2.793, -3.350, -0.003)
C (3.622, -4.204, -0.929)
O (3.032, -5.472, -1.034)
C (3.846, -6.382, -1.747)
N (3.488, -2.048, 0.223)
H (1.394, -2.513, -1.417)
H (0.742, -2.689, 0.275)
H (0.894, -4.066, -0.738)
H (2.718, -3.855, 0.968)
H (4.640, -4.318, -0.522)
H (3.713, -3.738, -1.922)
H (4.771, -6.582, -1.201)
H (4.094, -5.984, -2.741)
H (3.252, -7.278, -1.904)
H (4.197, -2.238, 0.920)
H (2.792, -1.399, 0.572)
C (-5.067, -4.541, 1.095)
C (-4.607, -3.896, 2.404)
C (-3.200, -4.319, 2.804)
O (-2.671, -3.502, 3.822)
C (-1.315, -3.840, 4.091)
N (-4.737, -2.400, 2.359)
H (-5.081, -3.846, 0.254)
H (-6.086, -4.907, 1.219)
H (-4.427, -5.396, 0.866)
H (-5.308, -4.193, 3.187)
H (-2.535, -4.276, 1.928)
H (-3.235, -5.358, 3.151)
H (-1.285, -4.804, 4.609)
H (-0.920, -3.113, 4.795)
H (-0.737, -3.854, 3.166)
H (-5.729, -2.184, 2.280)
H (-4.419, -2.107, 1.436)
C (4.150, -1.533, -3.606)
C (3.659, -0.349, -2.788)
C (4.801, 0.427, -2.167)
O (4.275, 1.576, -1.558)
C (5.022, 2.000, -0.428)
N (2.764, 0.527, -3.602)
H (4.850, -2.159, -3.059)
H (4.565, -1.134, -4.535)
H (3.298, -2.158, -3.884)
H (3.032, -0.690, -1.959)
H (5.572, 0.664, -2.915)
H (5.251, -0.297, -1.477)
H (5.114, 1.196, 0.311)
H (4.481, 2.800, 0.065)
H (6.048, 2.267, -0.698)
H (2.049, -0.075, -4.002)
H (3.317, 0.866, -4.387)
C (1.874, 5.661, 0.526)
C (1.356, 4.443, -0.206)
C (-0.035, 4.641, -0.755)
O (-0.417, 3.516, -1.496)
C (-1.743, 3.580, -1.972)
N (2.333, 3.969, -1.218)
H (1.211, 5.886, 1.367)
H (1.903, 6.572, -0.075)
H (2.839, 5.425, 0.974)
H (1.259, 3.693, 0.587)
H (-0.067, 5.590, -1.330)
H (-0.739, 4.857, 0.060)
H (-2.478, 3.736, -1.177)
H (-1.964, 2.677, -2.536)
H (-1.881, 4.401, -2.695)
H (3.262, 4.041, -0.815)
H (2.344, 4.672, -1.957)